{"formula": "C2H4ClOP", "method": "ωB97M-V with the def2-TZVPD basis set", "orbital_gap_ev": 7.92, "e_homo_ev": -8.7, "total_energy_ha": -955.33315, "mol_weight_g_mol": 110.5, "lumo_energy_ev": -0.8, "e_above_lowest_ev": 1.985, "symbols": ["C", "C", "O", "P", "Cl", "H", "H", "H", "H"], "positions_angstrom": [[-0.997, 0.944, -0.020], [1.371, -0.864, -0.150], [-1.065, -1.898, 0.057], [-0.294, -0.735, 0.319], [2.308, 0.572, 0.195], [-1.536, 1.364, 0.834], [-0.119, 1.579, -0.469], [-1.693, 0.781, -0.868], [2.024, -1.742, 0.103]]}